The following is a quantum chemistry calculation of C38H51N7O9S5SbSi3Zr as an isolated structure, from the Open Molecules 2025 dataset.

Output
strongest force on any atom: 0.0683 Eh/bohr
E_LUMO: 1.1 eV
frontier orbital gap: 6.14 eV
HOMO: -5.00 eV
total charge: -1

Last column: Mulliken charge in e.
Cartesian coordinates (Å):
C (-0.18, 0.31, -7.42)  0.5176
H (1.74, -0.32, -2.76)  0.2365
C (3.47, -4.13, 1.44)  -0.8423
C (-2.88, 0.74, 3.70)  -1.0045
S (-1.07, -2.02, -1.82)  2.2055
O (-1.89, -1.11, 0.84)  -0.8081
C (3.33, -2.71, 1.61)  0.1728
H (3.37, -5.97, 0.46)  0.3890
H (2.13, -2.36, -0.13)  0.1041
H (3.59, 1.40, -1.98)  0.4909
C (-4.97, -0.39, -1.99)  -0.8261
H (-1.20, 5.81, -1.28)  0.5248
C (-1.63, -3.65, 0.35)  -0.6699
C (3.60, -3.04, -2.76)  -0.1886
N (2.00, -0.05, -1.81)  -0.2525
O (0.19, -2.11, 1.36)  -0.3366
C (-4.35, 4.90, -0.82)  -1.3304
H (4.06, -0.19, 3.76)  0.4768
H (2.30, -5.65, -4.11)  0.4294
N (2.39, -0.60, 0.89)  0.7551
H (-4.63, 4.90, 0.22)  0.2841
C (-1.89, 3.67, 3.22)  -1.2587
N (-0.20, 0.58, -5.10)  -0.7807
H (-1.90, 0.66, -8.67)  0.2733
H (-5.20, 4.55, -1.40)  0.3813
H (-4.80, 3.67, 3.58)  0.4410
C (2.59, -1.91, 0.73)  0.5266
C (3.33, -4.89, 0.33)  -0.8577
H (-5.83, -1.59, 0.75)  0.4954
C (0.72, 2.50, 1.27)  -0.0931
H (3.02, 0.44, -8.48)  0.3563
Zr (-0.01, -0.13, 0.01)  -2.3666
O (3.12, 2.59, 0.15)  -0.7686
C (-6.29, 1.70, -0.24)  -1.1131
C (-0.92, 0.60, -4.04)  0.1233
S (-2.57, -0.01, -4.33)  0.0278
H (-5.09, 3.51, 1.87)  0.1912
H (-2.13, -6.99, 0.57)  0.4204
H (-5.03, 0.34, -2.80)  0.2684
H (-1.73, 4.46, 2.48)  0.2301
O (-1.77, -2.64, 2.73)  -0.7376
C (-2.05, -5.88, -1.26)  -0.6556
H (3.99, -2.08, -3.07)  0.6158
H (3.67, -4.67, 2.36)  0.3702
H (-0.58, 0.98, -10.70)  0.3542
C (2.51, 1.32, -1.79)  -1.2996
C (-1.81, -4.90, 0.92)  -0.8041
H (1.69, 0.10, -6.44)  0.4757
C (0.44, 1.47, 2.36)  0.7807
H (-2.97, 4.70, -3.56)  0.5039
H (-1.78, -4.96, 2.00)  0.6181
C (3.67, -0.71, 2.91)  -1.3752
H (-0.93, 3.31, 3.53)  0.3128
N (0.97, 1.81, 0.01)  1.4639
C (2.23, 1.96, -0.42)  0.4502
C (-2.15, -0.24, -6.02)  -0.0349
H (-2.36, 4.14, 4.08)  0.5200
C (-5.14, -0.82, 1.09)  -0.9161
O (0.22, -1.80, -1.15)  -0.0045
H (-0.17, 3.14, 1.17)  -0.8341
N (3.66, -3.30, -1.47)  -0.3410
Si (-2.99, 2.24, 2.51)  0.8641
H (2.29, -6.36, -1.70)  0.4317
H (1.98, 1.92, -2.53)  0.3131
C (3.20, -4.49, -1.05)  1.1654
H (-0.36, 4.35, -0.80)  0.1097
H (2.87, 1.06, 2.00)  0.7400
H (2.73, -0.69, -1.49)  0.1578
H (-3.50, -0.08, 3.35)  0.2633
C (1.21, 0.27, -7.38)  -0.2515
S (-3.17, -0.87, -7.14)  -0.4336
H (-6.52, 2.03, 0.76)  0.3284
C (3.85, -2.07, 2.74)  -0.7688
C (-1.28, 4.92, -0.67)  -1.0790
H (4.42, -2.64, 3.47)  0.4512
C (-2.02, -6.01, 0.12)  -0.7328
H (-5.51, 2.20, 2.94)  0.3699
H (-1.69, 3.50, -3.40)  0.2708
C (-4.77, 2.98, 2.75)  -1.2262
H (-4.11, -1.02, -2.18)  -0.2153
N (3.16, -3.83, -3.72)  -0.6199
O (-0.18, 0.42, 1.92)  -0.2734
O (0.72, 1.67, 3.53)  -0.7467
H (-3.18, 0.98, 4.72)  0.5297
S (-1.25, -2.27, 1.44)  2.0538
H (-6.10, 2.59, -0.83)  0.1407
Si (-2.78, 3.82, -1.17)  1.0520
N (-0.87, 0.17, -6.21)  0.5992
H (1.88, 0.85, -10.64)  0.3662
H (-4.21, -1.32, 1.38)  -0.0668
H (-1.34, 5.24, 0.36)  0.3089
C (-2.70, 3.75, -3.09)  -1.1771
C (-0.08, 0.77, -9.78)  -0.7149
H (-1.84, -4.50, -2.90)  0.6440
Si (-4.76, 0.49, -0.29)  1.0856
C (1.94, 0.47, -8.53)  -0.6588
O (-1.92, -0.88, -1.53)  -0.1973
C (2.68, -5.01, -3.32)  -0.2946
H (-5.86, -1.01, -2.04)  0.5337
C (-1.85, -4.63, -1.83)  -0.7617
C (-0.83, 0.58, -8.63)  -0.4810
C (2.68, -5.40, -2.00)  -0.5785
O (-0.93, -2.31, -3.22)  -0.7834
S (-0.45, 1.25, -2.56)  -0.0681
H (-4.16, 5.92, -1.12)  0.4489
H (-1.86, 0.37, 3.74)  0.0497
H (-2.20, -6.74, -1.88)  0.4341
Sb (-2.33, 1.52, 0.05)  0.4118
C (2.95, -0.01, 1.95)  -0.2796
C (-1.65, -3.52, -1.03)  -0.2703
C (1.31, 0.71, -9.74)  -0.3875
H (-7.17, 1.22, -0.64)  0.4289
H (-3.36, 2.98, -3.49)  0.2921
H (-5.57, -0.37, 1.98)  0.3305
H (1.58, 3.13, 1.54)  0.6045